150
Properties=species:S:1:pos:R:3:forces:R:3 method="wB97M-V/def2-TZVPD" orbital_gap_ev="6.65 / 5.24" max_force_ev_per_a=3.611 charge=+2 homo_energy_ev="-11.91 / -11.77" multiplicity=4 s_squared=3.79
Tc -0.4690 0.2748 -1.0636 -0.085 0.145 1.416
C -0.8921 -2.4526 -2.8154 -0.415 -0.182 -0.929
O -0.4770 -1.7873 -1.6307 0.152 0.969 0.569
C -0.0299 -2.6507 -0.6105 0.483 -0.927 1.230
C 1.2901 -3.1085 -0.5990 -0.305 0.196 -0.372
C 2.3128 -2.6012 -1.5961 0.030 0.031 0.076
C 3.2058 -1.4501 -1.1798 -0.609 0.368 -0.019
C 4.5740 -1.5075 -1.3506 0.061 0.083 0.082
C 5.3944 -0.3882 -1.1935 -0.111 -0.024 0.017
C 4.7954 0.8272 -0.8369 -0.101 -0.049 0.058
C 3.4403 0.9437 -0.6522 -0.555 -0.108 -0.160
C 2.7320 2.2627 -0.4349 0.071 -0.144 0.064
C 1.9939 2.3284 0.8855 -0.478 0.086 -0.310
C 2.7471 2.4310 2.0496 -0.199 0.019 0.100
C 2.1685 2.4623 3.3110 0.065 -0.026 -0.213
C 0.7891 2.2910 3.3788 0.002 0.003 -0.286
C -0.0088 2.2092 2.2479 -0.081 0.272 -0.287
C -1.5059 2.1110 2.4076 0.024 -0.195 0.024
C -2.0786 0.7177 2.5728 0.209 -0.298 -0.907
C -3.0596 0.4576 3.5037 -0.132 -0.315 0.057
C -3.7475 -0.7585 3.5359 0.068 -0.085 -0.299
C -3.4731 -1.6801 2.5290 -0.209 0.259 0.392
C -2.5197 -1.4588 1.5565 0.815 0.574 -0.113
C -2.3227 -2.4568 0.4392 0.024 0.123 0.065
C -0.9395 -3.0547 0.3684 -0.039 0.088 -0.509
C -0.5667 -4.0694 1.2340 0.152 0.157 -0.185
C 0.6854 -4.6751 1.1693 -0.032 0.081 -0.071
C 1.6160 -4.1340 0.2864 -0.156 0.088 0.091
C 0.9342 -5.9315 1.9907 0.063 -0.138 0.113
C -0.0869 -6.9985 1.5537 0.149 0.122 0.032
C 0.7463 -5.6353 3.4848 0.061 0.007 -0.206
C 2.3349 -6.5086 1.7764 -0.216 0.138 0.026
C -1.7429 -0.2776 1.6172 -2.619 -0.435 1.707
O -0.6989 -0.0973 0.8675 1.909 0.138 -3.061
C -4.8003 -1.0196 4.5934 -0.207 0.043 0.228
C -5.9088 0.0396 4.4767 0.141 -0.201 0.042
C -5.4561 -2.3962 4.4479 0.119 0.250 0.046
C -4.1536 -0.9396 5.9831 -0.109 -0.052 -0.158
C 0.6024 2.2897 0.9892 0.780 -0.009 1.088
O -0.2084 2.2674 -0.1738 0.123 -1.124 -0.278
C -0.4017 3.5321 -0.7894 -0.268 0.694 -0.469
C 2.9673 2.7177 4.5780 0.167 0.027 0.105
C 2.3780 3.9483 5.2881 0.079 -0.154 -0.093
C 2.8900 1.4899 5.4925 0.005 0.164 -0.148
C 4.4393 3.0133 4.2830 -0.204 -0.051 0.017
C 2.6166 -0.2042 -0.8329 2.516 -0.214 -0.197
O 1.3498 -0.0836 -0.7477 -2.056 0.352 -0.150
C 6.8729 -0.3983 -1.5204 0.303 0.044 -0.100
C 7.6861 0.1908 -0.3592 -0.138 -0.095 -0.096
C 7.4126 -1.7974 -1.8255 -0.146 0.207 0.052
C 7.0731 0.4847 -2.7675 -0.011 -0.130 0.121
H -0.4529 -3.4513 -2.8603 0.030 0.187 0.158
H -1.9814 -2.5449 -2.8430 0.052 0.037 0.115
H -0.5505 -1.8707 -3.6702 0.020 0.030 0.035
H 2.9644 -3.4280 -1.8805 -0.105 -0.010 -0.109
H 1.7778 -2.2594 -2.4879 0.125 -0.145 -0.107
H 5.0026 -2.4431 -1.6707 0.098 -0.134 -0.006
H 5.4094 1.7108 -0.7515 0.031 0.126 0.035
H 3.4612 3.0741 -0.4709 -0.035 -0.012 -0.111
H 2.0310 2.3835 -1.2657 0.047 0.143 -0.006
H 3.8164 2.5015 1.9453 0.193 0.029 -0.035
H 0.3071 2.2419 4.3418 -0.136 0.046 0.162
H -1.8170 2.6993 3.2719 0.047 0.100 -0.083
H -1.9747 2.5461 1.5201 -0.038 0.115 0.119
H -3.3057 1.2260 4.2206 -0.030 0.136 0.125
H -4.0229 -2.6048 2.5011 -0.101 -0.183 -0.064
H -3.0454 -3.2631 0.5726 -0.045 0.054 -0.100
H -2.5505 -1.9449 -0.5003 -0.109 -0.167 -0.068
H -1.2932 -4.4266 1.9461 -0.161 -0.017 0.108
H 2.6162 -4.5368 0.2549 0.123 -0.021 -0.069
H -1.0957 -6.7424 1.8661 -0.137 0.038 0.014
H -0.0817 -7.1234 0.4719 0.008 -0.038 -0.079
H 0.1743 -7.9510 2.0084 -0.026 -0.114 0.056
H -0.2230 -5.1867 3.6854 -0.090 0.053 0.071
H 0.8117 -6.5591 4.0541 0.022 -0.097 0.073
H 1.5216 -4.9592 3.8370 0.059 0.106 0.094
H 2.4600 -6.8675 0.7567 0.086 -0.013 -0.113
H 3.1083 -5.7775 1.9991 0.136 0.055 0.033
H 2.4723 -7.3527 2.4475 0.048 -0.089 0.028
H -6.3603 -0.0019 3.4868 -0.080 0.054 -0.083
H -6.6794 -0.1659 5.2163 -0.113 0.056 0.062
H -5.5311 1.0444 4.6477 0.023 0.117 0.015
H -5.9913 -2.4818 3.5045 -0.060 -0.073 -0.106
H -4.7240 -3.1972 4.5218 0.054 -0.122 -0.008
H -6.1768 -2.5292 5.2504 -0.080 -0.041 0.076
H -3.6559 0.0120 6.1431 0.070 0.141 0.032
H -4.9136 -1.0557 6.7514 -0.080 -0.023 0.123
H -3.4211 -1.7340 6.1027 0.125 -0.075 0.054
H -0.9104 4.2141 -0.1002 0.082 -0.193 0.007
H 0.5459 3.9815 -1.0974 -0.013 -0.127 0.110
H -1.0264 3.3748 -1.6713 0.048 0.035 0.137
H 1.3883 3.7519 5.6878 -0.178 -0.025 0.046
H 3.0211 4.2320 6.1168 0.051 0.039 0.124
H 2.3117 4.7913 4.6024 0.003 0.094 -0.031
H 1.8590 1.2050 5.6791 -0.128 -0.086 0.100
H 3.4055 0.6488 5.0344 0.015 -0.143 -0.021
H 3.3678 1.7080 6.4439 0.040 -0.002 0.134
H 4.5442 3.9136 3.6810 0.077 0.085 -0.092
H 4.9661 3.1737 5.2196 0.057 0.037 0.099
H 4.9235 2.1822 3.7765 0.094 -0.096 -0.087
H 7.6122 -0.4418 0.5214 0.010 -0.064 0.140
H 8.7318 0.2597 -0.6471 0.124 -0.003 -0.010
H 7.3487 1.1884 -0.0950 0.005 0.131 0.065
H 7.2249 -2.4800 -1.0004 -0.004 -0.135 0.081
H 6.9738 -2.2022 -2.7345 -0.049 -0.115 -0.093
H 8.4885 -1.7420 -1.9750 0.061 -0.001 -0.020
H 6.8730 1.5309 -2.5495 -0.014 0.121 0.002
H 8.1017 0.3970 -3.1075 0.120 0.049 -0.064
H 6.4143 0.1717 -3.5758 -0.023 -0.049 -0.095
C -5.2446 0.6853 -4.2697 0.020 0.071 -0.295
N -4.5063 0.4408 -3.0427 0.885 0.914 0.438
C -5.3269 -0.1272 -1.9819 -0.140 -0.218 0.386
P -3.3200 1.4639 -2.4773 -0.903 0.814 -1.112
O -2.5129 0.7274 -1.4746 1.073 -0.447 0.887
O -2.5127 1.8562 -3.8154 0.353 -0.358 0.116
P -0.9306 1.6593 -4.2138 -0.919 0.692 -1.380
O -0.2392 0.8583 -3.1792 0.433 -0.682 1.410
N -1.0012 0.8783 -5.6640 0.080 0.856 0.910
C -1.8765 -0.2674 -5.8179 -0.118 -0.146 0.082
C -0.4942 1.4534 -6.8953 0.157 0.157 -0.231
N -0.3534 3.2036 -4.2936 -0.279 -1.094 -0.211
C -1.0657 4.2349 -5.0323 -0.312 0.175 -0.081
C 1.0864 3.4014 -4.2182 0.379 -0.045 0.187
N -3.7423 2.9697 -1.8968 0.157 -1.270 -0.303
C -4.0437 3.1124 -0.4831 0.079 -0.061 0.396
C -4.5363 3.8383 -2.7500 -0.031 0.165 -0.262
H -5.5206 -0.2799 -4.7000 -0.043 0.098 -0.020
H -4.6125 1.2156 -4.9767 -0.061 0.001 -0.128
H -6.1537 1.2656 -4.0885 0.012 -0.014 -0.033
H -5.6966 -1.1004 -2.3019 -0.012 -0.029 0.034
H -6.1825 0.5074 -1.7326 -0.023 0.011 -0.074
H -4.7189 -0.2547 -1.0890 -0.071 -0.167 0.111
H -1.3542 -1.0580 -6.3629 -0.068 0.009 0.108
H -2.7850 -0.0012 -6.3677 0.046 -0.023 0.014
H -2.1588 -0.6252 -4.8289 -0.120 -0.209 -0.075
H 0.2910 2.1663 -6.6599 0.013 0.099 -0.169
H -1.2815 1.9380 -7.4815 0.045 0.010 0.055
H -0.0534 0.6657 -7.5087 0.011 0.008 0.070
H -2.1370 4.0990 -4.9030 -0.044 0.061 -0.067
H -0.8302 4.2275 -6.1006 0.037 0.038 0.068
H -0.7934 5.2071 -4.6157 -0.018 -0.068 -0.055
H 1.5189 2.5886 -3.6411 0.186 0.031 0.046
H 1.2989 4.3499 -3.7217 -0.053 -0.042 0.040
H 1.5637 3.4275 -5.2004 -0.060 -0.007 -0.066
H -3.5088 2.3389 0.0622 -0.053 0.065 0.220
H -5.1146 3.0253 -0.2765 0.021 -0.033 -0.038
H -3.7118 4.0956 -0.1445 0.015 -0.027 0.035
H -4.3549 3.5830 -3.7928 -0.129 0.142 -0.075
H -4.2343 4.8753 -2.5875 -0.040 -0.040 -0.030
H -5.6047 3.7494 -2.5277 0.052 -0.006 -0.082


162
Properties=species:S:1:pos:R:3:forces:R:3 method="wB97M-V/def2-TZVPD" orbital_gap_ev=9.62 max_force_ev_per_a=3.602 e_above_lowest_ev=0.000 charge=0 homo_energy_ev=-9.17 smiles=COC[C@H](C)N.COC[C@H](C)N.COC[C@H](C)N.COC[C@H](C)N.COC[C@H](C)N.COC[C@H](C)N.Fc1ccccc1.Fc1ccccc1.Fc1ccccc1.Fc1ccccc1.Fc1ccccc1
F 2.0657 2.4868 -6.0792 -0.266 -0.384 1.356
C 2.1335 1.7863 -4.8854 -0.143 -0.611 -0.088
C 1.0844 1.8525 -3.9404 -0.077 -0.007 -0.228
C 1.0899 1.1217 -2.7472 2.157 -1.107 -0.943
C 2.2367 0.2719 -2.5452 -0.446 0.540 -1.221
C 3.2683 0.1719 -3.5042 -1.459 2.041 -1.193
C 3.2259 0.9433 -4.7313 -1.272 -0.012 2.433
H 0.2040 2.4274 -4.1736 -0.051 0.346 -0.172
H 0.2503 1.1285 -2.0461 0.362 0.138 -0.274
H 2.3377 -0.3964 -1.7094 -0.242 0.186 0.204
H 4.1295 -0.4070 -3.2918 0.546 -0.682 0.191
H 3.9861 1.0065 -5.4731 0.608 -0.405 -0.324
F 0.0605 6.3595 2.1513 0.015 0.238 0.183
C 0.3547 5.8207 0.9558 0.665 -1.051 0.226
C -0.6105 5.7794 -0.0072 -0.894 1.155 0.647
C -0.3656 5.2575 -1.2514 -0.295 0.208 -0.135
C 0.8388 4.6294 -1.4902 1.191 -0.228 0.465
C 1.8235 4.5795 -0.4911 -0.074 0.609 1.174
C 1.5715 5.2054 0.7609 0.912 -0.550 -0.638
H -1.5304 6.2773 0.2740 -0.222 -0.059 -0.375
H -1.1336 5.4493 -1.9931 0.196 -0.539 -0.206
H 1.0746 4.1729 -2.4247 -0.051 -0.133 -0.595
H 2.8216 4.1012 -0.5915 -0.975 0.276 -0.365
H 2.3298 5.1808 1.5545 -0.390 0.094 -0.354
F -1.3722 -2.0163 0.1887 1.165 1.400 0.301
C -0.8572 -0.7204 0.3354 -3.200 -0.665 -1.009
C 0.4197 -0.4578 0.6655 1.791 -1.480 0.998
C 0.8452 0.8229 0.9107 1.022 1.510 -0.082
C 0.0031 1.8963 0.7376 -1.083 0.714 1.039
C -1.3058 1.6141 0.3638 -0.892 0.908 -0.599
C -1.7711 0.3214 0.1423 0.980 0.602 0.555
H 1.0987 -1.2519 0.9790 -0.236 -0.135 -0.502
H 1.8755 1.0418 1.2021 -0.231 -0.416 0.127
H 0.1716 2.9204 1.1406 0.500 -0.898 -0.872
H -2.0046 2.4718 0.2007 0.525 -0.883 0.328
H -2.8210 0.2413 -0.0318 -0.432 -0.713 -0.336
F -5.0101 3.1696 -0.0288 -0.074 -0.979 1.501
C -5.2277 2.0321 0.7787 -0.554 1.321 -2.615
C -5.9670 1.0522 0.1428 -0.738 0.737 -0.891
C -6.0584 -0.1424 0.8002 -1.195 -1.866 -0.196
C -5.5282 -0.2786 2.0883 -0.468 -1.308 -0.123
C -4.8769 0.7461 2.7244 -0.206 -0.027 -0.644
C -4.7240 1.9266 2.0257 1.482 1.356 0.531
H -6.5336 1.3176 -0.7918 0.991 -0.544 0.910
H -6.6140 -1.0262 0.3263 0.859 1.457 0.801
H -5.6546 -1.2393 2.5822 0.137 0.164 0.035
H -4.4501 0.6225 3.6925 0.165 -0.060 0.578
H -4.0983 2.7496 2.3828 -0.350 -0.257 0.109
F 6.0998 5.9769 -3.7776 -0.362 -0.266 0.022
C 5.7897 5.0820 -2.8167 0.392 -0.415 0.708
C 6.1589 5.3388 -1.5302 0.558 0.092 1.337
C 5.9760 4.3622 -0.5225 0.335 1.115 -1.092
C 5.4366 3.1395 -0.8015 -0.651 -0.282 -1.430
C 4.9988 2.8769 -2.1154 1.088 1.689 0.129
C 5.2249 3.8675 -3.1082 -0.680 -1.104 0.701
H 6.6968 6.2608 -1.3447 -0.156 0.035 0.276
H 6.3133 4.5337 0.4672 0.355 0.453 0.740
H 5.3841 2.3941 -0.0355 -0.167 -0.390 0.290
H 4.5745 1.9227 -2.3333 -0.249 -0.293 -0.418
H 4.9687 3.7366 -4.1192 -0.470 -0.606 -1.168
C -1.9335 -5.1280 -5.5907 0.754 0.220 0.004
C -0.7566 -4.5553 -6.3679 -0.804 0.715 0.920
C -0.3099 -3.3052 -5.6560 2.048 1.584 -0.445
O 0.1727 -3.5661 -4.3607 -0.036 0.628 0.799
C 0.7439 -2.3982 -3.6503 -0.926 -1.837 -2.042
N 0.2925 -5.4838 -6.7144 -0.315 -0.363 0.133
H -2.4114 -5.8225 -6.2347 -0.587 -1.078 -0.177
H -2.6395 -4.3304 -5.3798 -0.062 0.134 0.102
H -1.5973 -5.5485 -4.6436 -0.151 -0.241 -0.052
H -1.1733 -4.1852 -7.2831 -0.246 0.248 -0.847
H -1.0509 -2.5035 -5.6654 -0.662 -0.215 0.245
H 0.5117 -2.8163 -6.2690 -0.271 -0.528 0.422
H 1.5060 -2.0118 -4.3252 0.168 0.422 0.339
H 1.1467 -2.8579 -2.7761 0.474 0.116 0.715
H -0.0211 -1.6641 -3.4113 -0.088 0.121 -0.033
H 0.5524 -6.0839 -5.9390 0.105 0.269 0.009
H 1.0796 -4.9252 -6.9999 0.490 -0.231 -0.032
C 2.1669 -2.9924 2.8967 0.589 1.804 -0.191
C 1.5403 -4.1762 2.2518 -1.784 0.911 -0.097
C 2.4635 -5.2004 1.7185 1.285 -1.426 1.002
O 3.3860 -4.6650 0.7767 -0.400 0.049 1.064
C 3.0535 -4.9386 -0.5371 1.392 -0.153 -1.303
N 0.5498 -4.6366 3.2371 -0.966 -0.744 -1.392
H 2.8700 -3.3119 3.6854 -0.071 0.372 -0.251
H 1.2948 -2.4691 3.3595 1.014 -0.011 -0.214
H 2.6668 -2.2882 2.1438 -0.417 -1.099 1.191
H 0.9758 -3.7689 1.4112 -0.386 -0.096 -0.183
H 1.9075 -6.1074 1.3484 0.580 0.796 0.092
H 3.0755 -5.5006 2.6089 -0.252 -0.258 -0.712
H 2.0396 -4.7197 -0.7906 -1.010 -0.120 -0.038
H 3.3603 -5.9594 -0.8205 -0.501 0.043 0.097
H 3.6579 -4.2858 -1.1743 0.026 0.078 0.101
H -0.1455 -5.2496 2.7670 0.813 0.288 0.951
H 0.9581 -5.0489 4.0644 0.016 -0.334 -0.115
C -1.0445 -0.5813 3.9747 -0.923 0.419 0.889
C -2.1809 -1.5358 4.4159 -1.746 1.274 0.287
C -2.8084 -2.2265 3.2286 0.848 -0.927 -1.170
O -3.9810 -2.9569 3.6182 0.742 0.451 0.034
C -4.3118 -4.0223 2.7696 -0.581 -0.734 0.255
N -1.6678 -2.3683 5.4763 -0.187 -2.194 0.212
H -0.5880 -0.9932 3.0925 0.486 -0.037 -0.342
H -0.3566 -0.5709 4.8285 0.165 0.161 -0.395
H -1.3400 0.4789 3.7769 -0.048 -1.006 -0.005
H -3.0519 -1.0110 4.8608 0.522 0.346 -0.067
H -2.0137 -2.9119 2.7888 -0.930 0.375 0.319
H -3.0525 -1.4808 2.4371 0.016 -0.379 0.402
H -3.4752 -4.7146 2.6122 0.018 0.077 0.135
H -4.6785 -3.7305 1.7915 0.089 0.500 -0.404
H -5.1564 -4.5726 3.2276 0.542 0.229 0.007
H -2.2406 -3.2454 5.6519 0.463 1.656 -0.406
H -0.8135 -2.7482 5.0901 0.513 -0.294 0.214
C 6.6081 -1.2560 -0.5600 -2.548 1.721 -1.876
C 5.2635 -1.4580 0.2472 1.117 0.221 -0.248
C 5.4023 -0.8864 1.6381 -1.542 -0.317 1.109
O 5.6200 0.5067 1.5433 -0.027 0.631 0.451
C 5.5127 1.1452 2.8359 -0.769 -1.440 -1.178
N 4.1010 -0.8241 -0.4092 0.681 0.872 -0.257
H 7.5181 -1.7558 -0.2857 -0.033 -0.576 0.514
H 6.8033 -0.1643 -0.5714 0.134 -0.488 0.109
H 6.3194 -1.4706 -1.6322 0.658 -0.101 1.007
H 5.0621 -2.5075 0.2348 -0.139 -0.803 0.595
H 6.1435 -1.3143 2.3045 0.554 -0.416 -0.185
H 4.4111 -1.1170 2.1506 0.867 0.562 -0.282
H 6.3383 0.8380 3.4472 0.263 -0.536 0.704
H 4.5180 0.8405 3.2186 0.598 0.454 0.414
H 5.6194 2.2005 2.7386 -0.275 0.829 -0.438
H 3.1849 -0.9728 0.0354 0.843 -0.510 0.167
H 4.2496 0.1834 -0.2868 -0.155 -0.205 -0.348
C -0.3179 3.4085 4.3010 1.268 -0.368 -0.227
C -1.3554 4.1265 5.1533 -0.618 0.771 1.170
C -2.4961 4.7699 4.3570 -0.503 0.136 0.098
O -3.4468 5.3135 5.2737 0.319 1.062 -0.061
C -4.5335 6.0821 4.6631 1.597 -2.452 -1.149
N -1.7876 3.2700 6.2795 -0.558 -0.420 -0.867
H 0.7371 3.3788 4.7053 -1.178 0.545 -0.093
H -0.2560 3.8123 3.2787 -0.047 0.083 0.329
H -0.5072 2.3297 4.1831 -0.516 0.365 0.081
H -1.0173 5.0592 5.6258 0.939 -0.398 0.073
H -3.0497 4.0774 3.7405 -0.006 -0.512 -0.670
H -2.0307 5.5648 3.7482 -0.333 -0.176 -0.089
H -4.1555 6.6943 3.7929 -0.473 -0.308 1.098
H -4.9928 6.6097 5.4685 -0.306 0.606 0.218
H -5.1895 5.2659 4.2830 -0.196 0.971 -0.078
H -2.0969 2.3845 5.8433 0.034 0.467 0.637
H -2.6084 3.6894 6.7494 0.651 -0.292 -0.488
C -3.8812 -0.0590 -2.8067 -0.170 -0.028 0.763
C -4.4816 -0.9149 -3.9369 0.184 -0.487 1.776
C -4.5704 -2.3811 -3.3424 -0.823 1.957 1.536
O -3.2712 -2.6840 -2.8628 -0.553 0.574 -0.659
C -3.0384 -3.9238 -2.2841 -0.832 -0.508 1.356
N -5.8080 -0.3964 -4.3184 1.452 -2.225 -0.725
H -4.5465 -0.0494 -1.9206 0.001 -0.215 -0.411
H -3.7766 0.9837 -3.0683 0.106 0.362 -0.414
H -2.9298 -0.4208 -2.4139 0.017 -0.051 -0.380
H -3.7841 -0.8544 -4.7848 -0.391 -0.371 0.020
H -4.9712 -3.0959 -4.0540 0.102 -0.289 -0.153
H -5.3357 -2.2653 -2.4427 1.272 -0.487 -1.545
H -3.6734 -4.7076 -2.6911 -0.107 -0.159 -0.315
H -3.2073 -3.9581 -1.1611 0.154 0.382 -1.027
H -2.0180 -4.1476 -2.4945 0.827 -0.381 0.004
H -6.2399 0.0686 -3.5669 -0.493 0.896 0.732
H -5.6170 0.1671 -5.1071 -0.607 1.045 -0.628